[1]
# C4H13BrCaN6O6

C4H13BrCaN6O6 as an isolated structure at a distorted geometry (ωB97M-V/def2-TZVPD, the Open Molecules 2025 dataset).

## Properties
E in eV: -114065.868
Highest occupied orbital energy in eV: -7.04

Structure (ORCA input):
```
! wB97M-V def2-TZVPD RIJCOSX def2/J DEFGRID3
* xyz 0 1
Ca 0.326 0.911 1.391
Br -0.064 3.387 4.499
O -3.374 3.625 -1.723
C -2.471 2.847 -1.121
O -2.806 1.988 -0.284
O -1.289 3.035 -1.278
H -2.825 4.204 -2.256
C -3.028 -2.835 2.860
O -2.030 -2.133 2.661
N -4.248 -2.365 2.735
N -2.975 -4.114 3.109
H -5.073 -2.936 2.855
H -4.374 -1.410 2.434
H -2.073 -4.538 2.947
H -3.739 -4.661 3.478
C 0.578 -3.006 -1.871
O 0.472 -1.900 -1.314
N 1.337 -3.982 -1.451
N 0.077 -3.356 -3.029
H 1.990 -3.791 -0.704
H 1.486 -4.719 -2.126
H 0.059 -4.347 -3.222
H -0.436 -2.707 -3.608
C 3.961 3.818 -0.367
O 3.226 3.117 0.215
N 3.657 4.952 -0.847
N 5.181 3.533 -0.528
H 2.782 5.456 -0.805
H 4.426 5.305 -1.400
H 5.364 2.603 -0.179
H 5.882 4.017 -1.072
*
```

[2]
# C3H6N2O

A 2-piece molecular cluster, C3H6N2O overall at a distorted geometry (ωB97M-V/def2-TZVPD, the Open Molecules 2025 dataset).

## Properties
E in eV: -8235.606
SMILES string: c1c[nH]cn1.O
Highest occupied orbital energy in eV: -9.34

Structure (ORCA input):
```
! wB97M-V def2-TZVPD RIJCOSX def2/J DEFGRID3
* xyz 0 1
C 0.530 0.361 -1.177
C 0.605 -0.987 -1.181
N 0.746 -1.390 0.141
C 0.836 -0.227 0.846
N 0.577 0.845 0.148
H 0.611 1.012 -2.029
H 0.799 -1.666 -1.996
H 1.108 -2.277 0.456
H 1.087 -0.360 1.892
H -2.416 1.664 1.715
H -1.821 1.371 0.402
O -2.662 1.653 0.782
*
```

[3]
# C35H70O13

C35H70O13 as an isolated structure at a distorted geometry (ωB97M-V/def2-TZVPD, the Open Molecules 2025 dataset).

## Properties
E in eV: -64028.131
Highest occupied orbital energy in eV: -9.50

Structure (ORCA input):
```
! wB97M-V def2-TZVPD RIJCOSX def2/J DEFGRID3
* xyz 0 1
O -1.758 3.454 -1.813
C -2.685 2.727 -2.045
O -3.636 2.204 -1.175
C -3.580 2.665 0.088
C -4.667 1.813 0.944
C -2.983 2.255 -3.423
H -3.662 3.820 0.338
H -2.355 2.399 0.612
H -5.016 2.239 1.935
H -4.167 0.758 1.157
H -5.687 1.670 0.294
H -3.332 3.069 -3.948
H -3.709 1.342 -3.508
H -1.996 1.941 -3.985
O 1.811 -0.559 -1.421
C 0.976 0.307 -1.227
O -0.038 0.050 -0.434
C -0.209 -1.100 0.393
C -1.580 -1.040 1.119
C 0.996 1.617 -1.920
H 0.707 -1.073 1.035
H -0.217 -2.115 -0.285
H -1.731 -1.878 1.795
H -2.305 -0.847 0.366
H -1.697 0.050 1.692
H 1.967 1.860 -2.108
H 0.528 2.176 -1.213
H 0.260 1.593 -2.637
C 2.064 -1.455 4.530
C 1.012 -2.504 4.322
O -0.292 -2.262 4.788
C 1.269 -3.749 3.606
H 1.544 -0.656 5.118
H 2.443 -0.974 3.633
H 2.771 -1.810 5.138
H 1.284 -3.614 2.409
H 0.326 -4.302 3.700
H 2.049 -4.250 4.079
C -2.271 -5.060 1.072
C -1.480 -6.285 1.125
O -0.124 -6.216 0.946
C -2.196 -7.473 1.531
H -2.189 -4.730 0.046
H -1.906 -4.264 1.922
H -3.380 -5.246 1.293
H -1.440 -8.248 1.528
H -3.092 -7.816 0.999
H -2.407 -7.423 2.564
C 4.692 0.489 -3.441
C 4.172 0.608 -4.844
O 3.001 1.257 -5.054
C 4.942 -0.082 -5.970
H 5.687 0.836 -3.383
H 4.691 -0.635 -3.276
H 3.967 1.129 -2.820
H 4.537 -0.009 -6.858
H 5.048 -0.962 -5.748
H 5.794 0.416 -6.121
C 2.681 1.547 1.635
C 3.368 2.283 2.742
O 3.532 1.828 3.971
C 3.811 3.675 2.363
H 2.115 0.485 1.855
H 3.353 1.266 0.838
H 1.993 2.119 1.173
H 3.661 4.450 3.116
H 3.330 4.048 1.438
H 4.931 3.712 2.293
C -2.126 -3.760 -3.977
C -3.131 -2.677 -3.520
O -4.297 -2.572 -4.091
C -2.845 -1.793 -2.302
H -2.307 -4.153 -4.947
H -2.188 -4.730 -3.190
H -1.154 -3.287 -4.305
H -3.734 -1.365 -1.921
H -2.485 -1.087 -2.800
H -2.147 -2.244 -1.519
C -3.439 -0.155 4.694
C -3.050 1.301 4.675
O -3.548 2.191 3.832
C -2.187 1.810 5.916
H -3.650 -0.443 3.821
H -4.251 -0.253 5.446
H -2.507 -0.775 4.945
H -2.203 2.793 5.738
H -1.149 1.271 6.112
H -2.814 1.595 6.970
C 3.618 -6.409 -0.432
C 3.528 -5.007 0.176
O 4.398 -4.614 1.195
C 2.290 -4.220 -0.420
H 3.487 -6.302 -1.638
H 2.920 -7.092 -0.348
H 4.505 -6.958 -0.050
H 1.709 -3.811 0.560
H 1.431 -4.781 -0.793
H 2.382 -3.311 -0.962
C 0.267 4.674 0.847
C 0.056 5.139 2.200
O 1.060 5.831 2.791
C -1.239 4.995 2.947
H -0.400 5.281 0.312
H -0.105 3.711 0.898
H 1.466 4.755 0.536
H -1.477 3.865 2.946
H -2.059 5.693 2.490
H -1.321 5.657 3.836
C 0.268 4.498 -5.747
C 0.884 5.441 -4.637
O 1.836 6.347 -4.945
C 0.497 5.268 -3.300
H -0.654 4.059 -5.645
H 1.051 3.677 -6.118
H 0.081 5.129 -6.559
H -0.202 5.754 -2.978
H 1.193 5.287 -2.399
H 0.177 4.252 -3.283
*
```

[4]
# C14H43FeO8

C14H43FeO8 as an isolated structure at a distorted geometry (ωB97M-V/def2-TZVPD, the Open Molecules 2025 dataset).

## Properties
E in eV: -65976.243
Highest occupied orbital energy (alpha / beta) in eV: -12.17 / -12.17

Structure (ORCA input):
```
! wB97M-V def2-TZVPD RIJCOSX def2/J DEFGRID3
* xyz 1 5
Fe -1.184 0.425 -1.132
O 0.023 -0.316 0.313
H 0.343 -0.999 0.895
C 2.754 1.611 -2.789
C 1.724 1.735 -1.679
O 0.358 1.538 -2.131
H 2.490 0.787 -3.457
H 3.740 1.376 -2.398
H 2.746 2.452 -3.486
H 1.788 2.692 -1.159
H 1.897 0.989 -0.910
H 0.152 2.276 -2.720
C -1.098 -2.522 4.577
C -1.346 -2.242 3.112
O -1.167 -0.863 2.825
H -1.282 -3.567 4.829
H -1.622 -1.871 5.273
H -0.022 -2.388 4.722
H -2.337 -2.556 2.755
H -0.588 -2.818 2.564
H -0.766 -0.741 1.943
C -2.528 4.183 0.429
C -1.309 3.297 0.200
O -1.690 1.911 0.382
H -3.325 3.904 -0.259
H -2.242 5.213 0.206
H -2.874 4.156 1.462
H -0.468 3.537 0.849
H -0.962 3.447 -0.822
H -2.140 1.856 1.233
C 2.781 0.627 2.727
C 1.621 1.639 2.756
O 1.264 2.008 1.422
H 3.578 0.975 2.073
H 2.445 -0.347 2.370
H 3.180 0.515 3.737
H 1.930 2.491 3.358
H 0.753 1.172 3.230
H 0.865 1.212 1.006
C 4.104 -1.295 -0.435
C 3.041 -2.371 -0.223
O 1.808 -2.056 -0.869
H 4.876 -1.423 0.323
H 3.672 -0.303 -0.300
H 4.482 -1.349 -1.455
H 2.843 -2.479 0.847
H 3.391 -3.298 -0.673
H 1.384 -1.248 -0.499
C -5.051 -1.111 -0.247
C -3.790 -0.614 0.442
O -2.649 -0.925 -0.409
H -5.187 -0.542 -1.168
H -5.911 -0.946 0.407
H -5.085 -2.168 -0.509
H -3.554 -1.088 1.398
H -3.825 0.456 0.631
H -2.580 -1.885 -0.422
C 0.616 -1.021 -4.583
C -0.535 -1.606 -3.786
O -0.460 -1.220 -2.388
H 1.564 -1.288 -4.114
H 0.570 0.062 -4.679
H 0.613 -1.427 -5.596
H -0.578 -2.686 -3.921
H -1.505 -1.204 -4.083
H 0.260 -1.758 -1.998
*
```

[5]
# C7H10

One molecule with the formula C7H10 (ωB97M-V/def2-TZVPD, the Open Molecules 2025 dataset).

## Properties
E in eV: -7418.005
SMILES string: C=CCC1=C[C@H]1C
Highest occupied orbital energy in eV: -9.07

Structure (ORCA input):
```
! wB97M-V def2-TZVPD RIJCOSX def2/J DEFGRID3
* xyz 0 1
C -1.043 1.551 1.064
C -0.133 0.384 1.409
C -0.928 -1.224 -1.948
C 0.126 -1.502 -1.189
C 1.214 -0.509 -0.867
C 1.002 0.024 0.505
C 1.344 0.544 1.641
H -1.999 1.188 0.669
H -1.259 2.182 1.935
H -0.584 2.184 0.295
H -0.652 -0.433 1.926
H -1.726 -1.945 -2.100
H -1.039 -0.255 -2.434
H 0.197 -2.468 -0.689
H 1.161 0.333 -1.572
H 2.213 -0.950 -0.968
H 2.104 0.896 2.324
*
```

[6]
# C2H9N2O2P

A 2-piece molecular cluster, C2H9N2O2P overall at a distorted geometry (ωB97M-V/def2-TZVPD, the Open Molecules 2025 dataset).

## Properties
E in eV: -18579.244
Highest occupied orbital energy (alpha / beta) in eV: -5.27 / -8.88

Structure (ORCA input):
```
! wB97M-V def2-TZVPD RIJCOSX def2/J DEFGRID3
* xyz 0 3
C 1.926 0.198 1.084
C 0.480 0.768 1.083
N 0.439 0.052 -1.632
N -0.457 0.226 -0.647
O -2.234 -0.802 0.972
O -2.549 -0.887 -1.468
P -1.345 -1.206 -0.336
H 2.626 1.007 0.983
H 2.033 -0.350 2.049
H 1.995 -0.413 0.172
H -0.264 0.293 1.722
H 0.346 1.784 1.109
H 0.670 0.924 -2.003
H 1.127 -0.670 -1.640
H -2.536 0.165 0.926
H -2.256 -1.089 -2.376
*
```

[7]
# C64H75Ge2NNiO4S4Sb

C64H75Ge2NNiO4S4Sb as an isolated structure at a distorted geometry (ωB97M-V/def2-TZVPD, the Open Molecules 2025 dataset).

## Properties
E in eV: -281227.059
Highest occupied orbital energy (alpha / beta) in eV: -5.08 / -5.18

Structure (ORCA input):
```
! wB97M-V def2-TZVPD RIJCOSX def2/J DEFGRID3
* xyz -1 3
Ni 0.214 0.553 0.604
C 2.122 2.753 -4.043
C 3.121 2.284 -3.017
C 3.663 1.008 -3.084
C 4.548 0.549 -2.118
C 5.103 -0.849 -2.187
C 4.894 1.400 -1.064
C 4.395 2.701 -1.001
C 4.828 3.617 0.112
C 3.508 3.123 -1.981
C 5.895 0.952 -0.058
C 7.232 1.207 -0.354
C 8.234 0.784 0.498
C 7.891 0.114 1.658
C 6.557 -0.131 1.989
C 5.539 0.285 1.122
Ge 3.575 0.093 1.536
S 2.169 -0.360 -0.096
S 3.016 1.814 2.939
Ge 1.652 0.213 3.785
S -0.247 0.003 2.671
S 3.071 -1.450 3.176
C 0.982 0.324 5.677
C 0.676 1.577 6.223
C -0.005 1.658 7.434
C -0.393 0.513 8.106
C -0.075 -0.728 7.580
C 0.604 -0.838 6.369
C 0.969 -2.198 5.878
C 2.272 -2.658 6.075
C 3.312 -1.811 6.758
C 2.627 -3.920 5.609
C 1.713 -4.732 4.961
C 2.106 -6.084 4.429
C 0.409 -4.273 4.805
C 0.015 -3.023 5.260
C -1.404 -2.561 5.072
C 1.077 2.847 5.554
C 2.379 3.328 5.698
C 3.425 2.562 6.463
C 2.725 4.534 5.095
C 1.809 5.260 4.354
C 2.195 6.545 3.674
C 0.511 4.773 4.235
C 0.125 3.582 4.829
C -1.287 3.082 4.684
C 6.377 -0.867 3.275
C 6.273 -2.260 3.277
C 6.071 -3.024 1.997
C 6.340 -2.940 4.488
C 6.511 -2.269 5.689
C 6.683 -3.023 6.981
C 6.565 -0.880 5.671
C 6.510 -0.168 4.481
C 6.628 1.333 4.487
H 2.024 2.029 -4.851
H 2.419 3.714 -4.466
H 1.141 2.881 -3.578
H 3.382 0.350 -3.900
H 4.828 -1.328 -3.126
H 4.699 -1.445 -1.364
H 6.190 -0.845 -2.094
H 5.906 3.556 0.267
H 4.343 3.330 1.050
H 4.572 4.646 -0.115
H 3.118 4.136 -1.943
H 7.469 1.742 -1.267
H 9.274 0.970 0.259
H 8.664 -0.234 2.333
H -0.222 2.638 7.845
H -0.942 0.586 9.037
H -0.348 -1.632 8.112
H 2.865 -0.985 7.307
H 3.991 -1.398 6.009
H 3.898 -2.418 7.450
H 3.651 -4.255 5.739
H 3.133 -6.328 4.698
H 2.026 -6.099 3.340
H 1.448 -6.861 4.821
H -0.318 -4.904 4.304
H -2.030 -3.373 4.702
H -1.428 -1.747 4.347
H -1.825 -2.182 6.004
H 2.983 1.832 7.138
H 4.052 3.242 7.043
H 4.067 2.021 5.762
H 3.740 4.903 5.203
H 3.236 6.800 3.867
H 1.565 7.371 4.013
H 2.058 6.449 2.596
H -0.213 5.342 3.661
H -1.826 3.675 3.943
H -1.826 3.144 5.633
H -1.293 2.038 4.365
H 6.551 -2.527 1.155
H 5.001 -3.090 1.780
H 6.463 -4.038 2.081
H 6.273 -4.024 4.491
H 6.253 -4.023 6.912
H 6.215 -2.495 7.811
H 7.746 -3.129 7.212
H 6.670 -0.340 6.608
H 6.607 1.715 5.507
H 5.811 1.785 3.922
H 7.565 1.647 4.020
O -1.363 2.542 0.297
C -0.262 3.126 0.392
O 0.834 2.530 0.567
C -0.295 4.630 0.273
C -1.466 5.297 0.617
C -1.579 6.668 0.446
C -0.533 7.385 -0.100
C 0.621 6.710 -0.472
C 0.763 5.340 -0.271
N 1.685 7.468 -1.112
O 2.599 6.856 -1.629
O 1.597 8.683 -1.120
H -2.288 4.720 1.022
H -2.490 7.178 0.729
H -0.597 8.451 -0.261
H 1.675 4.827 -0.544
C -5.507 -0.960 -0.358
C -4.115 -1.491 -0.043
C -3.764 -2.682 -0.930
Sb -2.478 0.021 0.000
C -3.405 1.253 1.599
C -4.017 0.364 2.678
C -4.353 2.356 1.154
C -2.631 0.978 -1.991
C -2.178 -0.027 -3.047
C -3.987 1.581 -2.334
H -6.269 -1.686 -0.050
H -5.637 -0.793 -1.428
H -5.716 -0.025 0.160
H -4.111 -1.835 0.995
H -3.887 -2.438 -1.987
H -4.422 -3.532 -0.714
H -2.733 -3.006 -0.772
H -2.509 1.710 2.012
H -5.013 0.014 2.398
H -4.102 0.935 3.608
H -3.379 -0.498 2.886
H -5.253 1.961 0.678
H -3.849 3.032 0.462
H -4.670 2.941 2.026
H -1.894 1.777 -1.922
H -2.943 -0.788 -3.219
H -1.254 -0.530 -2.753
H -1.997 0.483 -3.998
H -4.747 0.805 -2.426
H -3.936 2.110 -3.293
H -4.306 2.291 -1.572
*
```